Below is an isolated ion of composition H4NOP2 and charge -1 at a distorted geometry, with properties calculated with wB97M-V/def2-TZVPD.

Structure (XYZ):
```
8
Properties=species:S:1:pos:R:3:forces:R:3:nbo_charge:R:1
O -1.0511 0.5344 -1.1761 0.8 -0.3 -1.7 -0.669
N -0.4938 -0.3684 -0.4501 -1.4 0.3 2.1 -0.423
P 1.2921 -0.6409 -0.4769 0.4 -0.1 0.4 0.313
P -0.4784 0.7685 1.3837 -1.5 -1.7 0.5 -0.018
H 1.2699 -1.5377 0.7177 0.0 0.5 -1.3 -0.047
H 1.3445 -1.6594 -1.5259 -0.3 0.2 0.6 -0.085
H -1.8350 1.2085 0.9874 0.8 -0.8 0.5 -0.021
H -0.0481 1.6949 0.5402 1.2 1.8 -1.1 -0.050
```
Positions in Å, forces in eV/Å.

Calculated values
Structure (SMILES) ... [O-]N(P)P
E ... -814.9694 a.u.
Energy relative to the best compared isomer or geometry (same formula, charge and spin) ... 463.35 kJ/mol
Gap between HOMO and LUMO ... 6.795 eV
Charge ... -1